(1)
The following is a quantum chemistry calculation of 2 unconnected molecules or ions with the total composition C22H43FO2, from OMol25.

Last column: Löwdin charge in e.
Cartesian coordinates (Å):
C1 -2.267 5.402 -3.520  -0.10
C2 -1.501 4.706 -2.391  -0.26
C3 -1.709 3.190 -2.389  -0.21
C4 -0.986 2.435 -3.512  -0.20
C5 0.487 2.787 -3.718  -0.21
C6 1.399 2.625 -2.496  -0.19
C7 1.185 1.362 -1.656  -0.18
C8 1.207 0.050 -2.463  -0.14
C9 0.046 -0.910 -2.159  -0.20
C10 0.344 -1.932 -1.053  -0.12
C11 0.238 -1.573 0.416  -0.28
F1 1.479 -1.043 0.802  -0.02
C12 -0.826 -0.578 0.837  -0.16
C13 -2.238 -0.903 0.321  -0.06
C14 -0.457 -3.148 -1.462  -0.45
O1 -0.901 -4.019 -0.776  0.14
O2 -0.576 -3.149 -2.805  0.06
C15 -0.409 -1.812 -3.346  -0.27
C16 0.482 -1.896 -4.564  -0.02
H1 -3.290 5.635 -3.218  0.07
H2 -1.794 6.336 -3.825  0.07
H3 -2.326 4.764 -4.404  0.06
H4 -0.437 4.943 -2.468  0.09
H5 -1.823 5.105 -1.427  0.10
H6 -2.783 3.001 -2.501  0.11
H7 -1.436 2.778 -1.415  0.09
H8 -1.087 1.361 -3.328  0.09
H9 -1.511 2.616 -4.454  0.11
H10 0.551 3.822 -4.065  0.11
H11 0.875 2.184 -4.544  0.10
H12 1.290 3.496 -1.843  0.11
H13 2.439 2.639 -2.837  0.11
H14 0.242 1.445 -1.112  0.08
H15 1.963 1.329 -0.892  0.11
H16 2.149 -0.471 -2.276  0.12
H17 1.206 0.293 -3.527  0.09
H18 -0.816 -0.302 -1.874  0.12
H19 1.385 -2.245 -1.209  0.17
H20 0.104 -2.504 0.973  0.14
H21 -0.501 0.414 0.520  0.10
H22 -0.827 -0.558 1.928  0.09
H23 -2.950 -0.945 1.144  0.08
H24 -2.601 -0.155 -0.383  0.07
H25 -2.283 -1.874 -0.175  0.07
H26 -1.411 -1.498 -3.646  0.15
H27 0.267 -2.825 -5.090  0.09
H28 1.541 -1.884 -4.306  0.09
H29 0.283 -1.071 -5.249  0.09
C17 1.930 -3.423 3.550  -0.10
C18 0.867 -3.401 4.642  -0.26
C19 -0.082 -2.208 4.528  -0.23
C20 0.594 -0.837 4.586  -0.24
C21 1.432 -0.591 5.840  -0.27
C22 0.629 -0.663 7.134  -0.11
H30 2.593 -2.559 3.612  0.07
H31 2.549 -4.319 3.612  0.07
H32 1.459 -3.409 2.565  0.06
H33 1.348 -3.411 5.624  0.10
H34 0.272 -4.316 4.589  0.11
H35 -0.844 -2.280 5.308  0.10
H36 -0.622 -2.284 3.577  0.10
H37 -0.180 -0.064 4.522  0.11
H38 1.225 -0.703 3.702  0.09
H39 1.900 0.393 5.759  0.10
H40 2.255 -1.311 5.881  0.10
H41 -0.189 0.061 7.123  0.07
H42 1.255 -0.446 8.000  0.07
H43 0.194 -1.652 7.284  0.06

gap between HOMO and LUMO	11.1	eV
LUMO energy	0.732	eV
highest occupied orbital energy	-10.34	eV

***

(2)
The following is a quantum chemistry calculation of a molecular structure, C22H43N2P3PbSe at a distorted geometry, from OMol25.

Last column: Löwdin charge in e.
Cartesian coordinates (Å):
Pb1 1.015 -1.610 0.771  1.34
P1 1.287 1.221 2.429  0.68
P2 -1.931 2.056 1.198  0.93
P3 0.775 2.604 -0.966  0.85
H1 2.969 -5.174 -4.386  0.08
C1 3.890 -4.556 -4.331  -0.03
C2 4.293 -4.044 -3.145  -0.03
H2 3.844 -4.268 -2.188  0.05
C3 1.338 0.184 3.939  -0.30
C4 1.080 2.844 3.293  -0.25
C5 3.118 1.376 2.200  -0.26
C6 -3.390 2.042 0.098  -0.23
C7 -2.818 1.641 2.738  -0.21
C8 -1.777 3.876 1.403  -0.21
C9 2.094 2.297 -2.219  -0.23
C10 1.500 4.114 -0.227  -0.22
C11 -0.425 3.390 -2.119  -0.23
H3 4.454 -4.466 -5.300  0.10
H4 5.141 -3.361 -3.096  0.07
H5 1.416 -0.896 3.706  0.02
H6 0.423 0.334 4.540  0.06
H7 2.208 0.474 4.553  0.08
H8 0.126 2.898 3.827  0.05
H9 1.139 3.683 2.591  0.03
H10 1.889 2.963 4.023  0.08
H11 3.550 0.445 1.815  0.04
H12 3.560 1.613 3.176  0.07
H13 3.350 2.185 1.496  0.04
H14 -4.147 2.689 0.553  0.09
H15 -3.774 1.018 0.013  0.06
H16 -3.128 2.389 -0.908  0.05
H17 -3.683 2.312 2.805  0.09
H18 -2.166 1.758 3.611  0.06
H19 -3.154 0.598 2.702  0.05
H20 -2.730 4.257 1.753  0.09
H21 -1.523 4.341 0.449  0.04
H22 -0.987 4.110 2.118  0.03
H23 2.216 3.203 -2.834  0.08
H24 1.788 1.486 -2.901  0.05
H25 3.045 2.048 -1.718  0.07
H26 1.910 4.729 -1.034  0.09
H27 2.296 3.833 0.465  0.03
H28 0.741 4.663 0.326  0.04
H29 0.136 4.128 -2.713  0.09
H30 -1.255 3.874 -1.600  0.04
H31 -0.865 2.643 -2.790  0.05
C12 -0.441 -1.364 -3.059  -0.52
C13 0.455 -2.411 -2.859  -0.16
C14 1.115 -2.959 -3.948  -0.04
C15 0.753 -2.620 -5.255  0.01
C16 -0.254 -1.660 -5.446  -0.01
C17 -0.793 -0.949 -4.355  -0.07
Se1 -1.089 -0.421 -1.436  0.80
H32 0.076 0.520 -1.735  -0.17
H33 0.676 -2.780 -1.849  0.04
H34 1.971 -3.605 -3.760  0.05
H35 1.248 -3.050 -6.137  0.14
H36 -0.606 -1.467 -6.456  0.13
H37 -1.476 -0.110 -4.501  0.12
N1 -3.255 -5.017 3.535  0.21
C18 -2.741 -3.951 2.858  -0.24
C19 -2.397 -2.732 3.497  0.03
C20 -1.629 -1.809 2.815  -0.15
N2 -1.199 -2.022 1.528  -0.25
C21 -1.734 -3.087 0.853  -0.19
C22 -2.461 -4.073 1.471  0.03
H38 -3.400 -4.983 4.532  0.14
H39 -3.415 -5.899 3.079  0.14
H40 -2.677 -2.565 4.540  0.14
H41 -1.293 -0.878 3.283  0.09
H42 -1.517 -3.081 -0.222  0.09
H43 -2.750 -4.973 0.910  0.15

gap between HOMO and LUMO (spin up / spin down)	4.1 / 2.2	eV
LUMO energy (spin up / spin down)	-14.784 / -15.601	eV
net charge	+4
highest occupied orbital energy (spin up / spin down)	-18.86 / -17.76	eV

***

(3)
The following is a quantum chemistry calculation of a molecular structure, C22H43N3O3SSi4TeW at a distorted geometry, from OMol25.

Last column: Löwdin charge in e.
Cartesian coordinates (Å):
W1 -2.042 0.312 -0.135  0.90
C1 -5.941 -2.795 -2.267  0.01
N1 -6.031 -1.429 -1.763  -0.10
C2 -7.157 -0.640 -1.805  0.02
C3 -6.841 0.553 -1.265  0.02
N2 -5.508 0.484 -0.884  0.03
C4 -5.019 -0.753 -1.200  -0.58
S1 -3.455 -1.465 -1.045  0.77
C5 -4.813 1.501 -0.195  -0.25
C6 -5.065 2.854 -0.383  0.06
C7 -4.216 3.755 0.252  0.01
C8 -3.174 3.308 1.048  0.01
C9 -3.012 1.929 1.243  -0.24
N3 -3.880 1.064 0.637  -0.06
H1 -6.906 -3.055 -2.690  0.11
H2 -5.699 -3.468 -1.447  0.11
H3 -5.175 -2.842 -3.039  0.10
H4 -8.079 -1.007 -2.216  0.15
H5 -7.436 1.429 -1.084  0.14
H6 -5.843 3.181 -1.054  0.14
H7 -4.359 4.816 0.111  0.14
H8 -2.527 4.009 1.557  0.14
H9 -2.572 1.544 2.172  0.14
C10 -0.433 -2.525 2.279  0.03
C11 -0.836 -1.066 2.223  -0.50
C12 -0.438 -0.312 3.480  0.02
O1 -2.263 -0.903 1.964  -0.12
C13 -0.332 -0.383 0.934  -0.62
O2 0.898 0.072 1.003  -0.23
O3 -0.683 -1.114 -0.163  -0.31
H10 -0.904 -3.002 3.140  0.11
H11 0.643 -2.610 2.418  0.09
H12 -0.726 -3.057 1.376  0.09
H13 -0.843 -0.810 4.360  0.11
H14 -0.798 0.718 3.469  0.09
H15 0.646 -0.289 3.573  0.09
H16 -2.849 -1.379 2.562  0.14
C14 5.701 -0.545 0.985  -0.19
Si1 3.974 -0.297 1.661  0.46
C15 3.400 -1.888 2.534  -0.21
C16 3.814 1.181 2.827  -0.20
Si2 2.280 -0.024 0.012  0.53
Te1 -1.576 1.687 -2.092  0.66
Si3 2.181 -1.659 -1.735  0.45
C17 1.736 -3.289 -0.893  -0.20
C18 3.982 -1.678 -2.285  -0.20
C19 1.006 -1.262 -3.151  -0.20
Si4 2.727 2.154 -0.975  0.44
C20 1.604 3.296 0.028  -0.22
C21 2.419 2.103 -2.829  -0.22
C22 4.548 2.488 -0.668  -0.21
H17 6.413 -0.467 1.808  0.04
H18 5.996 0.181 0.235  0.01
H19 5.810 -1.540 0.558  0.03
H20 4.202 -2.228 3.196  0.04
H21 3.184 -2.707 1.852  0.01
H22 2.520 -1.716 3.155  0.01
H23 4.097 0.866 3.835  0.04
H24 2.793 1.557 2.885  0.02
H25 4.471 2.007 2.557  0.02
H26 2.387 -3.517 -0.053  0.02
H27 1.855 -4.093 -1.625  0.04
H28 0.703 -3.298 -0.555  0.01
H29 4.644 -2.001 -1.486  0.02
H30 4.321 -0.704 -2.633  0.02
H31 4.111 -2.373 -3.116  0.04
H32 -0.033 -1.248 -2.820  -0.01
H33 1.108 -2.061 -3.892  0.04
H34 1.232 -0.329 -3.654  0.01
H35 0.654 2.831 0.315  -0.02
H36 1.373 4.189 -0.558  0.03
H37 2.124 3.609 0.932  0.03
H38 1.395 1.879 -3.104  -0.04
H39 3.084 1.409 -3.337  0.03
H40 2.654 3.106 -3.204  0.04
H41 4.791 2.578 0.390  0.02
H42 4.798 3.439 -1.145  0.04
H43 5.188 1.736 -1.122  0.03

gap between HOMO and LUMO (spin up / spin down)	3.4 / 3.5	eV
LUMO energy (spin up / spin down)	-8.557 / -8.546	eV
net charge	+2
highest occupied orbital energy (spin up / spin down)	-12.00 / -12.00	eV

***

The following energy relative to the best compared isomer or geometry (same formula, charge and spin) values (in kJ/mol) correspond, in order, to the records above: 0.00, 64.84, 134.09.